# 1
Density functional theory data (the ωB97M-V functional and the def2-TZVPD basis) for a structure of composition C34H38N6O6P2V.

```
! RIJCOSX wB97M-V def2-TZVPD def2/J DEFGRID3
* xyz 2 2
V 0.772 -0.815 -0.212
C 0.685 2.723 -4.985
C 0.174 3.491 -4.029
C -1.266 3.908 -3.962
C -2.306 2.817 -4.306
C -2.003 1.413 -3.860
C -1.200 0.554 -4.495
C -0.783 0.823 -5.910
C -0.085 2.185 -6.159
C -0.153 -2.532 0.831
H 1.759 2.542 -5.040
H 0.843 4.056 -3.368
H -1.424 4.752 -4.658
H -1.475 4.305 -2.959
H -3.241 3.091 -3.788
H -2.516 2.855 -5.383
H -2.682 1.082 -3.070
H -0.971 -0.439 -4.097
H -1.691 0.806 -6.536
H -0.137 0.021 -6.290
H 0.613 2.063 -7.005
H -0.849 2.908 -6.484
H 0.950 -2.702 0.783
H -0.669 -3.402 0.413
H -0.445 -2.401 1.889
P -1.450 -0.903 -0.148
P 0.429 1.223 0.623
N -2.093 -1.900 -1.455
N -2.771 -1.086 0.995
N 1.560 1.347 -0.826
N 1.201 2.464 1.487
C -1.927 0.797 -0.672
C -1.110 1.941 -0.068
C -1.237 -2.832 -2.047
C -1.927 -3.476 -3.074
C -3.249 -2.898 -3.121
C -3.313 -1.918 -2.127
C -3.088 -2.343 1.514
C -4.201 -2.216 2.323
C -4.606 -0.841 2.282
C -3.687 -0.165 1.492
C 2.294 0.205 -1.284
C 2.980 0.601 -2.428
C 2.702 1.958 -2.665
C 1.794 2.380 -1.687
C 1.785 3.687 1.136
C 2.235 4.310 2.292
C 1.950 3.421 3.393
C 1.335 2.293 2.870
H -3.005 1.009 -0.663
H -1.615 0.726 -1.714
H -0.876 2.731 -0.794
H -1.624 2.487 0.735
H -0.249 -3.003 -1.639
H -1.536 -4.257 -3.703
H -4.039 -3.173 -3.800
H -4.126 -1.250 -1.849
H -2.438 -3.185 1.326
H -4.642 -3.038 2.870
H -5.470 -0.416 2.760
H -3.608 0.884 1.249
H 2.460 -0.668 -0.606
H 3.652 -0.041 -2.984
H 3.111 2.579 -3.443
H 1.295 3.333 -1.619
H 1.846 4.035 0.123
H 2.694 5.276 2.352
H 2.159 3.583 4.434
H 0.983 1.365 3.298
O 0.466 -0.613 3.304
C 1.569 -1.202 3.109
O 2.252 -1.240 2.038
C 2.120 -2.028 4.272
C 3.402 -2.614 4.249
C 3.941 -3.275 5.387
C 3.151 -3.450 6.528
C 1.858 -2.928 6.544
C 1.349 -2.233 5.429
N 1.055 -3.134 7.734
O 1.561 -3.752 8.695
O -0.115 -2.685 7.744
N 5.298 -3.732 5.418
O 6.034 -3.558 4.427
O 5.699 -4.289 6.467
H 3.993 -2.595 3.345
H 3.562 -3.924 7.399
H 0.331 -1.879 5.456
*
```

Calculated values
* gap between HOMO and LUMO (spin up / spin down): 3.82 / 5.18 eV
* energy: -101334.913 eV
* HOMO energy (spin up / spin down): -14.0 / -14.0 eV



# 2
Density functional theory data (the ωB97M-V functional and the def2-TZVPD basis) for a structure of composition C34H39Cl6F6HgN7O2P.

```
! RIJCOSX wB97M-V def2-TZVPD def2/J DEFGRID3
* xyz 1 1
Hg -1.383 -0.262 -3.074
P 0.634 -0.324 0.517
F -0.016 1.057 1.028
F 1.861 0.453 -0.169
F 1.475 -0.471 1.887
F 1.264 -1.726 -0.022
F -0.618 -1.159 1.122
F -0.253 -0.188 -0.864
N 3.828 -1.379 5.639
C 4.647 -2.322 6.078
C 4.827 -3.532 5.405
C 4.171 -3.704 4.199
C 3.362 -2.686 3.714
C 3.183 -1.552 4.482
H 5.154 -2.113 7.012
H 5.499 -4.267 5.827
H 4.344 -4.600 3.616
H 2.842 -2.869 2.782
H 2.447 -0.808 4.217
N -2.934 -0.462 -1.321
C -3.715 -1.536 -1.069
C -4.562 -1.659 0.000
C -4.675 -0.587 0.881
C -3.932 0.551 0.623
C -3.069 0.554 -0.456
H -3.706 -2.292 -1.847
H -5.196 -2.510 0.207
H -5.379 -0.634 1.701
H -4.026 1.430 1.245
H -2.457 1.442 -0.565
N -1.729 2.028 -3.178
C -1.037 2.814 -2.320
C -0.965 4.187 -2.438
C -1.761 4.808 -3.396
C -2.504 4.031 -4.261
C -2.486 2.654 -4.084
H -0.415 2.285 -1.608
H -0.253 4.745 -1.853
H -1.659 5.877 -3.537
H -3.164 4.508 -4.971
H -3.062 2.069 -4.791
N -3.196 3.554 0.623
C -3.738 4.591 -0.022
C -3.055 5.774 -0.236
C -1.781 5.933 0.249
C -1.171 4.854 0.899
C -1.944 3.694 1.059
H -4.757 4.425 -0.348
H -3.537 6.577 -0.782
H -1.203 6.847 0.182
H -0.232 4.944 1.424
H -1.535 2.863 1.622
N -0.658 -2.445 -3.107
C -0.081 -2.941 -4.221
C 0.427 -4.227 -4.320
C 0.344 -5.039 -3.202
C -0.278 -4.564 -2.057
C -0.800 -3.281 -2.077
H -0.045 -2.302 -5.093
H 0.877 -4.582 -5.235
H 0.792 -6.023 -3.135
H -0.269 -5.086 -1.112
H -1.252 -2.906 -1.165
N 0.875 0.310 -3.582
C 1.233 1.405 -4.283
C 2.522 1.757 -4.614
C 3.551 0.932 -4.221
C 3.234 -0.183 -3.444
C 1.926 -0.384 -3.080
H 0.396 2.033 -4.565
H 2.772 2.670 -5.137
H 4.532 1.061 -4.661
H 4.042 -0.759 -3.021
H 1.746 -1.213 -2.407
C -1.349 -0.057 3.814
N -1.943 1.175 4.421
O -3.042 1.085 4.909
O -1.275 2.186 4.317
H -0.689 0.222 3.006
H -2.161 -0.644 3.388
H -0.840 -0.663 4.559
C 3.642 -3.349 0.047
Cl 5.304 -3.643 0.598
Cl 3.670 -3.133 -1.692
H 2.988 -4.189 0.262
H 3.211 -2.486 0.546
C 1.553 2.511 3.277
Cl 1.504 4.243 3.711
Cl 3.132 1.727 3.511
H 0.863 1.965 3.903
H 1.341 2.453 2.217
C -0.020 -3.819 2.521
Cl 1.219 -4.726 1.589
Cl -1.603 -3.907 1.725
H -0.103 -4.301 3.486
H 0.282 -2.782 2.598
*
```

Calculated values
* energy relative to the best compared isomer or geometry (same formula, charge and spin): 0.000 eV
* gap between HOMO and LUMO: 6.96 eV
* energy: -155317.104 eV
* HOMO energy: -10.7 eV



# 3
Density functional theory data (the ωB97M-V functional and the def2-TZVPD basis) for a structure of composition C34H39ClN4O2P2Ru.

```
! RIJCOSX wB97M-V def2-TZVPD def2/J DEFGRID3
* xyz 2 5
Ru 0.540 0.037 2.762
C -0.147 -3.381 1.636
C 0.648 -2.392 1.174
C 0.285 -1.513 0.021
C -0.166 -0.034 0.142
C -0.947 0.397 1.360
C -1.870 -0.514 1.942
C -2.294 -1.806 1.352
C -1.620 -3.217 1.701
C -0.100 1.219 4.203
H 0.290 -4.235 2.169
H 1.650 -2.208 1.622
H -0.443 -2.045 -0.602
H 1.228 -1.515 -0.570
H 0.673 0.665 0.041
H -0.782 0.124 -0.756
H -1.139 1.481 1.472
H -2.429 -0.123 2.808
H -2.374 -1.735 0.256
H -3.339 -1.928 1.694
H -1.995 -3.514 2.689
H -2.041 -3.954 1.006
H -0.904 0.821 4.854
H -0.402 2.143 3.681
H 0.864 1.376 4.752
P -0.781 2.714 -1.048
P 1.718 -0.192 -2.312
N -2.497 2.961 -1.511
N -0.302 4.385 -1.643
N 0.656 -1.066 -3.439
N 3.139 -0.278 -3.393
C -0.341 1.838 -2.604
C 1.170 1.536 -2.673
C -3.520 3.035 -0.559
C -4.714 3.320 -1.194
C -4.434 3.486 -2.588
C -3.066 3.260 -2.749
C 0.362 5.295 -0.805
C 0.633 6.464 -1.529
C 0.100 6.269 -2.842
C -0.452 5.002 -2.884
C 0.001 -2.272 -3.143
C -0.939 -2.536 -4.124
C -0.826 -1.510 -5.109
C 0.172 -0.631 -4.678
C 3.293 -0.617 -4.747
C 4.501 -0.107 -5.209
C 5.134 0.553 -4.101
C 4.289 0.430 -3.009
H -0.625 2.428 -3.479
H -0.920 0.909 -2.669
H 1.519 1.800 -3.674
H 1.745 2.131 -1.928
H -3.285 2.862 0.486
H -5.699 3.389 -0.731
H -5.136 3.723 -3.366
H -2.503 3.281 -3.651
H 0.555 5.037 0.231
H 1.125 7.349 -1.143
H 0.091 7.005 -3.648
H -0.963 4.519 -3.700
H 0.347 -2.862 -2.305
H -1.612 -3.391 -4.150
H -1.367 -1.438 -6.041
H 0.622 0.189 -5.199
H 2.557 -1.212 -5.262
H 4.890 -0.193 -6.215
H 6.090 1.058 -4.077
H 4.371 0.787 -1.997
Cl 0.650 -6.191 9.035
C 0.763 -5.058 7.745
C 1.834 -4.149 7.708
C 1.902 -3.227 6.645
C 0.900 -3.189 5.668
C -0.142 -4.110 5.705
C -0.221 -5.063 6.736
C 0.899 -2.078 4.622
O 1.978 -1.555 4.204
O -0.250 -1.703 4.181
H 2.597 -4.165 8.488
H 2.723 -2.516 6.576
H -0.896 -4.065 4.924
H -1.022 -5.787 6.765
*
```

Calculated values
* energy relative to the best compared isomer or geometry (same formula, charge and spin): 1.295 eV
* gap between HOMO and LUMO (spin up / spin down): 5.17 / 3.01 eV
* energy: -79605.444 eV
* HOMO energy (spin up / spin down): -12.4 / -12.4 eV



# 4
Density functional theory data (the ωB97M-V functional and the def2-TZVPD basis) for a cluster of 5 separate species, C34H39NO5 in total.

```
! RIJCOSX wB97M-V def2-TZVPD def2/J DEFGRID3
* xyz 0 1
N -1.942 1.715 5.424
C -1.212 0.523 4.879
C -0.195 -0.165 5.911
C 0.865 -1.161 5.170
C 0.152 -1.889 3.931
C 1.030 -3.095 3.286
C 0.756 -3.013 1.693
C 1.640 -2.546 0.684
C 3.142 -2.020 0.826
O 3.356 -0.877 -0.055
O 3.116 0.271 0.647
C 0.703 -2.707 -0.606
O 0.945 -2.093 -1.672
O -0.390 -3.581 -0.295
C -0.677 -3.452 1.103
O -1.732 -3.583 1.737
H -2.950 1.477 5.318
H -1.809 2.454 4.703
H -1.966 -0.255 4.488
H -0.578 0.847 3.965
H -0.817 -0.865 6.593
H 0.346 0.652 6.494
H 1.388 -1.868 5.897
H 1.696 -0.492 4.724
H 0.060 -1.103 3.089
H -0.852 -2.334 4.236
H 2.157 -2.954 3.491
H 0.762 -4.118 3.722
H 3.837 -2.862 0.489
H 3.383 -1.798 1.917
H 2.303 0.703 0.279
C -4.555 2.446 0.161
C -5.425 3.350 0.762
C -5.326 3.611 2.125
C -4.358 2.965 2.888
C -3.494 2.054 2.289
C -3.591 1.795 0.925
H -4.628 2.247 -0.903
H -6.181 3.852 0.167
H -6.002 4.319 2.592
H -4.279 3.171 3.951
H -2.744 1.545 2.885
H -2.915 1.086 0.458
C 0.499 -8.440 1.727
C 0.934 -9.254 0.685
C 0.991 -8.753 -0.612
C 0.609 -7.440 -0.869
C 0.166 -6.629 0.172
C 0.112 -7.128 1.470
H 0.461 -8.829 2.739
H 1.229 -10.279 0.884
H 1.333 -9.387 -1.424
H 0.656 -7.049 -1.879
H -0.137 -5.606 -0.029
H -0.231 -6.495 2.281
C 0.806 0.896 -2.999
C 0.337 -0.044 -3.911
C -0.021 0.352 -5.196
C 0.086 1.689 -5.568
C 0.546 2.631 -4.653
C 0.908 2.234 -3.369
H 1.091 0.586 -1.999
H 0.251 -1.084 -3.621
H -0.384 -0.381 -5.909
H -0.190 1.998 -6.571
H 0.625 3.674 -4.940
H 1.269 2.968 -2.656
C 2.690 6.143 -4.842
C 2.700 7.318 -4.098
C 2.089 8.464 -4.598
C 1.473 8.435 -5.846
C 1.471 7.262 -6.594
C 2.078 6.115 -6.092
H 3.161 5.247 -4.448
H 3.183 7.342 -3.126
H 2.094 9.380 -4.017
H 0.994 9.328 -6.235
H 0.995 7.241 -7.569
H 2.075 5.200 -6.674
*
```

Calculated values
* structure (SMILES): NCCCCCC1=C(COO)C(=O)OC1=O.c1ccccc1.c1ccccc1.c1ccccc1.c1ccccc1
* gap between HOMO and LUMO: 8.18 eV
* energy: -47611.748 eV
* HOMO energy: -9.2 eV



# 5
Density functional theory data (the ωB97M-V functional and the def2-TZVPD basis) for a structure of composition C34H40As2N6NaO12S.

```
! RIJCOSX wB97M-V def2-TZVPD def2/J DEFGRID3
* xyz -2 2
Na 0.560 0.355 2.714
O -0.359 -0.587 4.349
N -1.247 0.294 4.774
C -0.844 1.151 5.743
C -1.671 2.094 6.286
C -2.983 2.169 5.800
C -3.375 1.314 4.805
C -2.515 0.335 4.244
S -2.998 -0.709 3.002
H 0.193 1.029 6.020
H -1.286 2.755 7.049
H -3.679 2.900 6.196
H -4.374 1.350 4.394
C 4.138 -0.657 3.512
C 3.502 -1.106 2.224
O 2.964 -0.334 1.444
N 3.567 -2.448 1.969
C 2.728 -3.024 0.928
C 1.451 -3.588 1.503
C 1.079 -4.901 1.281
C -0.120 -5.354 1.826
C -0.877 -4.474 2.571
C -0.415 -3.171 2.755
N 0.729 -2.730 2.232
H 3.340 -0.408 4.215
H 4.705 0.255 3.337
H 4.787 -1.420 3.942
H 3.784 -3.036 2.757
H 3.279 -3.781 0.370
H 2.482 -2.201 0.256
H 1.706 -5.548 0.679
H -0.448 -6.374 1.663
H -1.823 -4.763 3.007
H -0.990 -2.440 3.323
C -0.409 4.067 0.899
C 0.441 2.861 0.594
C 1.245 2.857 -0.673
O 0.426 1.914 1.345
H -0.238 4.893 0.210
H -0.210 4.384 1.923
H -1.448 3.739 0.833
H 1.736 3.821 -0.824
H 0.540 2.696 -1.495
H 1.963 2.041 -0.671
C -4.504 2.444 -0.911
O -3.895 1.456 -1.725
C -2.615 1.153 -1.387
O -1.987 1.892 -0.628
C -2.078 -0.009 -2.051
C -2.774 -0.927 -2.857
As -1.951 -1.907 -4.343
C -2.719 -0.784 -5.780
C -0.167 -1.048 -4.468
C 0.435 -0.335 -3.514
As -0.204 -0.219 -1.621
C -0.138 -2.171 -1.322
C 1.727 0.377 -3.691
O 2.714 0.199 -3.024
O 1.634 1.358 -4.621
C 2.823 2.114 -4.831
C 0.528 -1.420 -5.734
O 0.014 -1.975 -6.676
O 1.855 -1.155 -5.723
C 2.555 -1.527 -6.903
C -4.155 -1.290 -2.676
O -4.955 -0.983 -1.815
O -4.570 -2.172 -3.690
C -5.889 -2.651 -3.544
H -5.544 2.486 -1.229
H -4.030 3.419 -1.043
H -4.445 2.166 0.142
H -3.784 -1.006 -5.822
H -2.247 -1.023 -6.730
H -2.575 0.267 -5.531
H -0.942 -2.689 -1.841
H -0.253 -2.328 -0.248
H 0.828 -2.561 -1.647
H 2.782 2.474 -5.857
H 3.707 1.500 -4.672
H 2.854 2.961 -4.144
H 3.582 -1.205 -6.751
H 2.126 -1.041 -7.779
H 2.514 -2.606 -7.050
H -6.061 -3.327 -4.381
H -6.615 -1.835 -3.568
H -6.017 -3.184 -2.600
N 3.313 2.607 2.464
C 2.795 2.490 3.738
O 1.919 1.640 3.959
C 3.300 3.384 4.742
C 4.343 4.284 4.448
N 5.221 5.000 4.200
C 2.787 3.323 6.057
N 2.377 3.279 7.138
H 3.157 1.793 1.880
H 4.186 3.096 2.349
*
```

Calculated values
* energy relative to the best compared isomer or geometry (same formula, charge and spin): 0.000 eV
* gap between HOMO and LUMO (spin up / spin down): 4.90 / 5.72 eV
* energy: -206348.429 eV
* HOMO energy (spin up / spin down): -1.4 / -2.2 eV